1.
ORCA calculation (ωB97M-V with the def2-TZVPD basis set) on a cluster of 6 separate species, C24H44N6O9 in total.

Properties
lowest unoccupied orbital energy	-4.47	eV
Kohn-Sham gap	3.8	eV
HOMO level	-8.3	eV

Structure (ORCA input):
```
! wB97M-V def2-TZVPD RIJCOSX def2/J DEFGRID3
* xyz 0 1
C -1.13092 -1.30969 3.30631
C -1.27692 -2.62469 2.64431
C -2.28192 -2.48369 1.46631
C -2.16192 -3.77769 0.65031
C -0.75792 -3.94169 0.14331
C 0.24908 -4.21769 1.31031
N 0.03408 -3.17569 2.26631
O 0.90808 -2.95769 3.19231
C 1.69808 -4.05969 0.65031
C 0.21808 -5.53569 2.08031
C -1.77292 -3.46969 3.74731
H -2.09692 -0.93269 3.61431
H -0.42492 -0.64969 2.64831
H -0.56392 -1.27769 4.51231
H -1.95392 -1.74869 0.74031
H -3.22192 -2.32269 2.04031
H -2.97992 -3.43369 -0.13969
H -2.35192 -4.61669 1.11031
H -0.43692 -2.99669 -0.41869
H -0.75592 -4.88769 -0.64869
H 2.45408 -4.12969 1.38231
H 2.01708 -3.18569 0.27731
H 1.88008 -4.69169 -0.07869
H -0.66292 -5.64069 2.85731
H 1.03308 -5.93569 2.85031
H 0.25708 -6.50569 1.45931
H -1.19492 -3.73269 4.79231
H -2.41692 -4.36969 3.32631
H -2.37292 -3.15469 4.37131
N 0.75708 0.86731 -0.02969
O 1.87608 0.68831 0.60131
O 0.03308 1.80331 0.36131
O 0.18808 -0.16069 -0.46069
C 3.57408 5.39331 -0.83869
C 3.36608 3.91731 -0.62269
C 3.52408 2.86531 -1.70069
C 3.80008 3.29631 -3.16969
C 4.15808 4.72431 -3.36569
C 3.97208 5.78931 -2.17569
N 3.96808 2.27331 -4.21269
O 4.36108 2.69631 -5.33769
O 3.55308 1.12731 -3.93669
H 3.41508 6.28331 -0.16569
H 3.05708 3.47031 0.33231
H 3.18108 1.78231 -1.27369
H 4.34808 5.04931 -4.58969
H 3.81308 6.71931 -2.60269
C -1.71492 5.31031 0.90231
O -2.92792 5.42631 1.02431
N -0.73992 6.24431 0.83431
C 0.67008 6.04231 0.48931
C -1.14092 7.57331 1.01631
H -1.25892 4.14031 0.64731
H 1.00308 5.03131 0.35931
H 1.34808 6.46331 1.39131
H 0.90708 6.57031 -0.38069
H -1.30792 7.95531 -0.04869
H -0.38992 8.12531 1.39731
H -1.94792 7.61131 1.37431
C 2.05608 -4.19769 -4.42769
O 3.06908 -4.93169 -4.63269
N 2.03108 -3.20369 -3.57869
C 0.72108 -2.46869 -3.19569
C 3.26008 -2.93869 -2.85469
H 1.14308 -4.11669 -5.06769
H 0.13308 -2.95669 -2.33669
H 0.28308 -2.34369 -4.11769
H 0.97008 -1.51769 -2.63069
H 3.52808 -3.73369 -2.25869
H 3.22408 -1.99069 -2.21269
H 4.03408 -2.91469 -3.29069
C -5.30592 -0.82969 0.28431
O -6.30692 -1.09769 0.96331
N -4.34292 0.06631 0.67031
C -3.44292 0.82131 -0.23669
C -4.29992 0.67931 2.10331
H -5.34592 -1.26469 -0.81369
H -3.59892 0.30531 -1.29369
H -2.50492 0.62531 0.07631
H -3.55892 1.98831 -0.28569
H -3.51692 1.35831 2.29431
H -4.49292 -0.07369 2.70731
H -5.11392 1.42231 2.16131
*
```

=====

2.
ORCA calculation (ωB97M-V with the def2-TZVPD basis set) on a cluster of 9 separate species, C24H45Br12NO2 in total.

Properties
lowest unoccupied orbital energy	0.26	eV
Kohn-Sham gap	8.4	eV
SMILES	c1cc[nH]c1.C1CCOC1.C1CCOC1.BrCCBr.BrCCBr.BrCCBr.BrCCBr.BrCCBr.BrCCBr
HOMO level	-8.1	eV

Structure (ORCA input):
```
! wB97M-V def2-TZVPD RIJCOSX def2/J DEFGRID3
* xyz 0 1
C -3.53528 3.04402 -4.34662
C -2.99618 2.15183 -3.38751
C -3.41564 0.89154 -3.69817
N -4.22992 0.98194 -4.80180
C -4.29837 2.29945 -5.19877
H -3.32138 4.09895 -4.29854
H -2.35439 2.42889 -2.56820
H -3.22370 -0.07163 -3.25463
H -4.77796 0.26625 -5.23791
H -4.97965 2.54108 -5.99867
C 0.21690 0.41176 0.16447
C -0.57249 -0.77550 0.70606
C -2.00162 -0.42372 0.26954
O -1.93316 0.49249 -0.80325
C -0.56932 0.76252 -1.13680
H 1.21339 0.13966 -0.19568
H 0.32283 1.22146 0.88764
H -0.34945 -0.96769 1.75503
H -0.20416 -1.69318 0.24106
H -2.66210 -0.00246 1.03631
H -2.54524 -1.34805 0.03744
H -0.54511 1.84224 -1.27127
H -0.13717 0.15678 -1.93169
C 3.52736 3.26159 -2.38592
C 2.74202 1.97341 -2.49203
C 3.78584 1.07214 -3.14187
O 5.01263 1.48174 -2.57890
C 4.95738 2.77473 -1.99202
H 3.06604 4.04998 -1.79327
H 3.59846 3.65726 -3.40651
H 1.87912 2.10013 -3.14659
H 2.43085 1.70678 -1.48056
H 3.74686 1.14730 -4.23161
H 3.58313 0.03396 -2.86358
H 5.70965 3.48624 -2.32279
H 4.93282 2.66910 -0.90604
Br -3.99165 3.85038 -0.42833
C -4.71747 2.16641 0.29274
C -5.04833 1.06908 -0.71272
Br -6.18482 -0.21812 0.19825
H -5.60215 2.42987 0.86312
H -3.89954 1.87368 0.94396
H -4.11571 0.61526 -1.02978
H -5.58963 1.50620 -1.54638
Br -4.15369 -3.18198 1.01339
C -5.27964 -3.82766 2.49496
C -4.49107 -3.82481 3.79614
Br -3.56211 -2.10992 4.11811
H -5.81951 -4.72069 2.19315
H -6.07687 -3.09116 2.61797
H -3.81956 -4.68181 3.82483
H -5.15157 -3.97760 4.64840
Br 4.66769 0.03283 0.35184
C 4.54549 -0.32730 2.26687
C 3.09446 -0.02036 2.61633
Br 2.85528 -0.34380 4.49626
H 5.20192 0.34758 2.80399
H 4.67251 -1.38475 2.48049
H 2.40469 -0.59214 1.99834
H 2.85009 1.02218 2.41542
Br -0.28102 -3.80509 2.50774
C 1.23129 -3.92160 3.72737
C 1.82142 -5.30840 3.65854
Br 2.72066 -5.63602 5.38249
H 0.81047 -3.74595 4.71280
H 1.93084 -3.13080 3.47877
H 2.56826 -5.32968 2.87162
H 1.16470 -6.14999 3.46985
Br 0.81917 -2.84955 -2.66085
C 1.69231 -3.84671 -1.17893
C 3.04920 -3.23851 -0.92139
Br 3.74096 -3.92666 0.79320
H 1.79934 -4.88727 -1.47498
H 0.98765 -3.82065 -0.35207
H 3.06438 -2.15804 -0.82662
H 3.68085 -3.56147 -1.74518
Br -0.57578 4.20928 1.38651
C 1.32098 4.41106 0.82706
C 2.25660 4.37935 2.04649
Br 4.08847 4.08376 1.44805
H 1.41938 5.39938 0.38656
H 1.55131 3.65077 0.08990
H 2.04493 3.51083 2.66974
H 2.23181 5.19752 2.75964
*
```

=====

Among the records above, which one has the lowest HOMO level? C24H44N6O9

=====

The highest lowest unoccupied orbital energy belongs to which entry? C24H45Br12NO2

=====

Which value of Kohn-Sham gap does entry 2 give? 8.4 eV

=====

Among the records above, which one has the highest Kohn-Sham gap? C24H45Br12NO2